13
Properties=species:S:1:pos:R:3 method="wB97M-V/def2-TZVPD" homo_ha=-0.336 charge=0 molar_mass_g_mol=81.118 lumo_energy_ev=-0.52
N -4.29 -0.71 0.10
C 0.20 0.62 0.93
C 1.73 -0.89 -0.48
C -3.74 0.16 -0.39
C 1.38 0.51 0.01
C 0.15 0.97 -0.55
H 2.71 -0.92 -1.17
H 0.87 -1.28 -1.12
H -0.43 -0.23 1.03
H -2.92 0.68 -0.70
H 1.80 -1.38 0.46
H 0.29 1.40 1.68
H 2.24 1.07 0.21



13
Properties=species:S:1:pos:R:3 method="wB97M-V/def2-TZVPD" homo_ha="-0.318 / -0.307" charge=0 molar_mass_g_mol=98.101 lumo_energy_ev="-1.57 / -1.84"
O 0.46 -2.25 -0.84
O 0.68 -0.54 1.94
C 1.25 -1.45 -0.42
C 0.08 0.72 0.10
C -0.33 0.09 1.36
C -1.66 1.34 -1.74
C -0.85 1.07 -0.89
H -0.47 1.20 1.74
H -2.35 1.56 -2.52
H 1.05 1.20 0.11
H 2.26 -1.45 -0.92
H -1.28 -0.46 1.28
H 1.15 -1.01 0.79



48
Properties=species:S:1:pos:R:3 method="wB97M-V/def2-TZVPD" homo_ha=-0.322 charge=0 molar_mass_g_mol=329.419 lumo_energy_ev=0.65
F 0.96 -2.41 -4.89
O -1.82 1.58 -4.17
N 0.23 2.21 -1.36
N -0.48 2.42 -2.60
N -0.40 -2.22 -0.27
C -0.30 -0.03 -3.29
C 2.16 1.13 5.67
C -0.99 1.34 -3.31
C -0.86 -0.52 1.77
C 0.40 0.92 3.45
C -0.20 -2.48 -4.19
C -0.45 0.91 2.17
C -0.96 -1.12 -4.22
C 0.24 1.71 1.03
C 0.02 1.62 4.61
C -0.51 -2.04 -1.72
C 0.14 -2.97 -2.76
C -0.03 -0.60 -1.86
C -0.25 -0.90 0.41
C 2.50 0.35 4.58
C 0.89 1.72 5.71
C -0.50 1.53 -0.31
C -0.73 0.06 -0.66
C 1.64 0.26 3.49
H 1.95 -0.34 2.64
H 3.48 -0.14 4.58
H -0.93 2.06 4.57
H 1.21 -3.01 -2.62
H 0.22 2.76 1.27
H -1.59 -2.10 -1.88
H 0.57 2.28 6.57
H -1.05 3.25 -2.72
H 0.86 -0.81 0.54
H 0.70 0.13 -3.68
H -0.89 -0.73 -5.25
H -1.81 -0.08 -0.77
H -0.28 -3.99 -2.64
H 1.12 1.72 -1.53
H 1.07 -0.54 -1.69
H -1.39 1.42 2.43
H 1.27 1.40 0.91
H -2.01 -1.27 -3.95
H 2.88 1.27 6.51
H -1.94 -0.59 1.67
H -0.88 -3.21 -4.66
H -1.50 1.99 -0.18
H -0.49 -1.26 2.51
H -1.25 -2.67 0.09



18
Properties=species:S:1:pos:R:3 method="wB97M-V/def2-TZVPD" homo_ha=-0.338 charge=0 molar_mass_g_mol=125.193 lumo_energy_ev=0.40
S 2.51 0.80 -0.61
O -2.45 1.16 0.90
O 0.32 -2.63 -1.00
N -0.65 0.81 -1.15
C 1.16 0.25 0.50
C -0.13 0.99 0.17
C -1.20 0.59 1.19
H 0.07 0.79 -1.86
H 0.95 -3.34 -1.15
H -1.21 -0.03 -1.25
H -1.26 -0.51 1.23
H -2.36 1.63 0.06
H 2.54 -0.29 -1.38
H 0.04 2.04 0.41
H -0.86 0.86 2.19
H 1.04 -0.82 0.36
H 1.51 0.46 1.50
H -0.01 -2.77 -0.10



78
Properties=species:S:1:pos:R:3 method="wB97M-V/def2-TZVPD" homo_ha="-0.582 / -0.604" s_squared=6.0450 charge=+3 spin_multiplicity=5 molar_mass_g_mol=814.744 lumo_energy_ev="-7.93 / -10.35"
Pt -0.59 -1.56 0.28
O -0.35 0.05 1.84
O 0.72 0.38 -0.02
O 1.08 -2.52 2.67
O 3.05 -3.12 2.03
N 1.65 -2.67 -1.74
N 1.91 -2.75 1.82
N 1.45 -2.56 0.52
N -1.40 -3.62 -0.22
N 1.95 2.88 -0.18
N -3.87 -8.34 -0.66
N -2.37 -0.43 -0.40
N -2.18 -1.87 1.88
N 3.35 -3.57 -0.49
N 0.49 -1.91 -1.87
C 3.04 2.50 -2.83
C 2.66 3.70 3.34
C -3.10 -4.97 -1.20
C -4.70 0.83 -1.15
C 2.70 4.96 -3.10
C 1.94 2.83 1.21
C -2.67 -2.22 4.18
C 1.25 1.79 1.88
C 1.26 1.75 3.27
C -2.48 0.11 -1.62
C -2.44 -3.77 -1.05
C 1.72 5.26 -0.47
C 3.26 4.86 -4.49
C -1.93 -2.47 3.04
C -3.39 -0.35 0.46
C 2.10 3.98 -0.97
C -0.97 -4.68 0.48
C 2.34 6.21 -2.57
C -1.57 -5.92 0.39
C -3.95 -0.66 2.89
C -3.63 0.75 -2.03
C -4.58 0.27 0.11
C 0.50 0.72 1.19
C -3.69 -1.29 4.10
C 2.66 3.76 1.96
C 1.96 2.70 4.00
C -2.66 -6.07 -0.46
C -3.18 -0.97 1.79
C -3.33 -7.34 -0.58
C 1.84 6.35 -1.28
C 2.58 3.83 -2.30
C 2.19 -2.94 -0.52
H -0.12 -4.52 1.14
H 2.70 4.15 -5.09
H -4.28 -1.04 4.98
H -5.63 1.31 -1.45
H -4.74 0.08 2.82
H 1.28 5.35 0.51
H -2.45 -2.74 5.10
H 2.53 2.26 -3.76
H 0.73 0.96 3.77
H -5.40 0.30 0.80
H -2.77 -2.89 -1.59
H -1.12 -3.18 3.05
H 2.91 1.67 -2.13
H 3.82 -3.87 -1.33
H -3.94 -5.06 -1.88
H 1.98 2.64 5.08
H 2.17 -2.91 -2.58
H 2.43 7.08 -3.21
H 3.26 4.50 1.45
H 1.79 1.99 -0.64
H 1.53 7.33 -0.92
H 3.22 5.83 -4.99
H -1.62 0.04 -2.27
H 3.24 4.42 3.91
H 4.11 2.55 -3.07
H 0.72 -0.98 -2.19
H -0.13 -2.37 -2.53
H 3.79 -3.73 0.41
H 4.30 4.53 -4.47
H -1.20 -6.75 0.98
H -3.69 1.18 -3.03



63
Properties=species:S:1:pos:R:3 method="wB97M-V/def2-TZVPD" homo_ha=-0.325 charge=0 molar_mass_g_mol=526.744 lumo_energy_ev=0.21
Cl -3.49 -0.10 -4.07
F -2.22 -4.13 5.80
F 1.20 0.91 6.50
F 2.24 5.02 -3.60
O 2.07 1.42 -1.92
O -0.52 2.81 -1.47
O -3.38 -0.59 -1.49
O -1.50 0.32 -0.76
O -2.70 -0.99 0.62
O -1.46 2.68 -3.67
C 2.12 4.92 -7.21
C -1.49 0.56 -2.20
C 1.73 0.04 -1.95
C 0.57 0.85 4.24
C -1.37 -5.13 6.14
C -3.00 0.39 -2.45
C -0.23 4.19 -1.66
C 2.09 3.54 -7.42
C 2.17 5.43 -5.92
C 0.35 -7.16 6.82
C -0.95 -0.87 3.50
C -0.82 -7.44 6.13
C 0.49 0.33 5.51
C -0.28 -0.78 5.81
C -0.16 0.24 3.23
C 2.18 3.17 -5.05
C 2.20 4.54 -4.87
C -1.69 -6.43 5.79
C 0.66 -5.85 7.16
C 2.12 2.67 -6.34
C -1.01 -1.38 4.79
C -0.64 -0.52 -2.87
C -0.21 -4.82 6.81
C -2.53 -0.47 -0.44
C 0.83 -0.20 -3.16
B -1.12 2.11 -2.44
H -1.62 -2.24 5.01
H -1.13 4.77 -1.87
H 1.57 -5.62 7.69
H -0.31 -1.16 6.82
H 2.21 2.52 -4.18
H 0.94 0.63 -3.86
H -0.11 0.64 2.22
H 0.19 4.56 -0.73
H 2.10 5.59 -8.05
H 2.59 1.60 -1.13
H -1.10 -0.85 -3.80
H 1.03 -7.96 7.09
H 1.18 1.72 4.05
H 0.50 4.33 -2.45
H -2.32 3.12 -3.67
H 2.65 -0.54 -2.07
H -3.59 1.29 -2.24
H -2.61 -6.62 5.26
H 2.18 6.49 -5.73
H 0.01 -3.79 7.06
H 2.05 3.15 -8.43
H -1.05 -8.47 5.87
H 1.23 -0.27 -1.03
H 1.22 -1.08 -3.68
H 2.10 1.61 -6.50
H -0.66 -1.38 -2.20
H -1.51 -1.33 2.70



16
Properties=species:S:1:pos:R:3 method="wB97M-V/def2-TZVPD" homo_ha=-0.306 charge=0 molar_mass_g_mol=95.145 lumo_energy_ev=1.00
N -0.62 -0.94 2.06
C 1.97 -0.38 0.56
C 0.64 -0.11 -0.08
C -0.18 0.66 -0.71
C -0.83 -0.60 -0.26
C -0.39 1.67 -1.75
C -1.42 -0.93 1.06
H 0.54 2.21 -1.94
H 2.07 0.23 1.48
H -0.66 1.13 -2.67
H -2.46 -1.29 1.12
H 2.82 -0.15 -0.09
H 2.02 -1.41 0.89
H -1.08 -1.23 2.91
H -1.26 -1.21 -1.08
H -1.19 2.36 -1.51



58
Properties=species:S:1:pos:R:3 method="wB97M-V/def2-TZVPD" homo_ha=-0.028 charge=-2 molar_mass_g_mol=394.258 lumo_energy_ev=4.26
S 4.45 0.09 -0.55
F 4.07 2.39 -1.90
F 6.23 2.10 -1.23
F 5.40 1.14 -3.03
O 3.25 -0.43 -1.17
O 5.62 -0.81 -0.38
O 4.18 0.85 0.71
O 0.71 -0.20 -0.07
O 1.17 2.16 1.35
O -1.23 -2.28 -0.17
O -1.10 1.76 3.35
O 0.13 -0.42 -5.02
C -0.65 1.32 -3.49
C -0.54 1.64 -5.97
C -3.29 -2.99 0.16
C 0.85 3.15 0.39
C -1.89 -3.45 0.05
C -1.34 -4.10 1.34
C -1.79 0.70 3.90
C -2.06 -0.44 2.96
C 0.12 1.00 -4.78
C 5.09 1.56 -1.75
C -3.05 1.34 4.65
B 1.89 -0.65 2.84
H -0.45 1.48 2.71
H -1.84 -4.17 -0.78
H 0.33 -0.84 0.53
H 1.60 -0.52 -0.23
H -3.63 -2.31 0.94
H -0.36 -4.53 1.13
H -1.30 -3.32 2.10
H 0.82 0.66 0.33
H 1.07 -0.53 2.15
H -1.45 1.12 -6.27
H -2.75 2.16 5.32
H -0.07 3.69 0.60
H -0.44 2.32 -3.12
H -2.63 0.01 2.14
H -0.22 0.63 -2.76
H -1.72 1.14 -3.52
H -1.15 -0.75 2.45
H 1.61 3.93 0.37
H -0.65 2.71 -5.80
H 0.21 1.74 -6.76
H -3.75 0.73 5.23
H -2.02 -4.82 1.78
H 2.01 -1.70 3.09
H -3.63 1.99 4.00
H -1.17 0.26 4.68
H -3.98 -3.83 0.24
H 1.00 -0.65 -5.35
H 2.88 -0.52 2.41
H 1.15 1.36 -4.73
H -3.55 -2.45 -0.76
H -1.84 -1.70 -0.62
H 0.62 2.63 -0.54
H 1.68 0.01 3.66
H -2.62 -1.34 3.23



26
Properties=species:S:1:pos:R:3 method="wB97M-V/def2-TZVPD" homo_ha=-0.332 charge=0 molar_mass_g_mol=264.270 lumo_energy_ev=-0.80
S 2.98 0.79 -1.44
O 4.35 0.72 -1.88
O 2.00 1.06 -2.53
N 2.57 -0.52 -0.49
N 3.04 2.01 -0.39
N 1.90 3.43 0.71
N -0.40 -0.43 1.13
N 0.68 -1.15 0.61
N -0.26 0.93 1.32
C -2.93 -3.13 2.03
C -1.59 -1.07 1.66
C -3.75 -1.02 2.82
C -1.77 -2.50 1.59
C 1.87 2.20 0.30
C -3.92 -2.34 2.63
C 1.37 -0.17 0.23
C -2.57 -0.36 2.38
C 0.90 1.14 0.68
H -3.02 -4.15 2.01
H -2.54 0.68 2.66
H 1.14 3.95 1.15
H 3.30 2.81 -0.90
H -1.02 -3.11 1.10
H 2.63 -1.39 -0.85
H -4.55 -0.53 3.30
H -4.79 -2.79 3.08



55
Properties=species:S:1:pos:R:3 method="wB97M-V/def2-TZVPD" homo_ha="-0.500 / -0.551" s_squared=2.0091 charge=+2 spin_multiplicity=3 molar_mass_g_mol=578.665 lumo_energy_ev="-6.51 / -7.80"
Pt -0.18 0.65 -1.25
S -2.37 0.29 -2.43
S 0.27 -1.60 -0.22
O -0.21 -1.21 1.10
N -4.68 0.47 -1.23
N 1.21 0.69 -2.81
N 1.09 1.58 0.41
N -1.58 1.34 0.27
N -2.89 1.04 0.09
C 2.36 -2.55 1.40
C 3.03 2.48 1.45
C 2.28 2.88 2.54
C 1.31 2.71 -4.40
C 0.92 2.62 2.55
C -2.24 -4.84 0.23
C -0.74 -3.06 -0.72
C -1.09 1.61 1.43
C -3.37 0.63 -1.11
C -1.01 -3.97 0.47
C 2.38 1.85 0.39
C 1.98 -2.30 -0.04
C 2.89 -1.29 2.08
C -1.90 1.58 2.69
C 1.33 1.56 -3.57
C 0.25 3.66 -3.80
C 0.34 1.95 1.47
H -1.67 -2.65 -1.12
H 2.65 -1.57 -0.51
H 0.22 4.58 -4.36
H -5.34 0.72 -0.51
H 3.12 -3.34 1.44
H 0.49 3.89 -2.76
H -2.63 0.78 2.63
H -0.73 3.20 -3.85
H 1.98 -3.21 -0.64
H -0.19 -3.55 -1.53
H 3.81 -0.96 1.59
H 1.06 2.44 -5.42
H -1.27 1.39 3.55
H -2.42 -5.46 1.10
H -3.13 -4.23 0.06
H -3.53 1.14 0.87
H 2.30 3.19 -4.41
H -2.10 -5.49 -0.63
H 2.15 -0.50 2.03
H 1.49 -2.91 1.95
H -2.42 2.53 2.84
H 0.31 2.95 3.38
H -5.06 0.16 -2.11
H -0.15 -4.60 0.67
H -1.18 -3.34 1.35
H 2.92 1.52 -0.49
H 4.10 2.65 1.40
H 3.11 -1.49 3.13
H 2.74 3.39 3.37